DFT (wB97M-V/def2-TZVPD) results for 3 unconnected molecules or ions with the total composition C2H9NO4.

Element x y z (Å)
N1 0.254 1.988 -1.746
C1 0.816 0.733 -1.265
C2 0.236 0.292 0.072
O1 0.666 -0.746 0.543
O2 -0.561 1.124 0.711
H1 -0.720 2.123 -1.547
H2 0.788 2.770 -1.424
H3 1.888 0.903 -1.196
H4 0.757 -0.074 -1.995
H5 -0.907 0.653 1.508
O3 -0.634 -2.941 -1.760
H6 -0.948 -3.323 -0.936
H7 -1.189 -2.180 -1.960
O4 -0.428 -0.007 3.097
H8 0.113 -0.743 2.786
H9 0.063 0.512 3.740

Output
energy above the lowest of the compared OMol25 structures with the same formula, charge and spin: 11.93 kcal per mole
spin multiplicity: 1
molecular weight: 111.1 u
SMILES: NCC(=O)O.O.O
max |F|: 2.6 eV/Å
frontier orbital gap: 9.69 eV

natural (NBO) population analysis, charges in e, atoms 1 to 5: number 1, N, carries -0.8382; number 2, C, carries -0.3323; number 3, C, carries 0.7708; number 4, O, carries -0.6418; number 5, O, carries -0.6878